No. 1
Formula: C38H108N6O13
Source: OMol25
Level of theory: wB97M-V/def2-TZVPD

Values from the calculation:
Frontier orbital gap (spin up / spin down) ... 1.6 / 8.6 eV
E_LUMO (spin up / spin down) ... 1.75 / 1.74 eV
ΔE to the lowest compared entry with this formula, charge and spin ... 263.0 kJ/mol

ORCA input file:
```
! RIJCOSX wB97M-V def2-TZVPD def2/J DEFGRID3
* xyz -1 2
C 2.14999 -5.01728 3.26185
C 2.32356 -5.35034 4.72704
O 1.77828 -6.63307 4.91727
H 2.70142 -4.10754 3.02439
H 1.10651 -4.76596 3.07185
H 2.37257 -5.87729 2.63024
H 1.78709 -4.65178 5.36915
H 3.37658 -5.45854 4.98693
H 2.31883 -7.34910 4.57566
C 0.11797 -5.25731 -1.74523
C 0.02544 -5.56915 -0.21573
O -0.82575 -4.67572 0.32377
H 0.99964 -4.66827 -1.99777
H -0.82354 -4.78449 -2.02472
H 0.24741 -6.22749 -2.22491
H 1.06161 -5.45297 0.10202
H -0.39072 -6.56501 -0.06348
H -1.23052 -5.20963 1.01130
C 0.20903 -2.25876 -3.30129
C 0.76012 -3.07923 -4.42541
O 0.22619 -2.59020 -5.64145
H 0.22395 -1.17566 -3.42289
H 0.76944 -2.44667 -2.38547
H -0.80544 -2.60668 -3.10659
H 0.35624 -4.08825 -4.34260
H 1.84025 -2.96365 -4.51518
H 0.56748 -1.69436 -5.69235
C -2.58504 -4.73763 3.99113
C -1.73254 -5.87419 3.47802
O -2.17171 -6.17728 2.14451
H -3.46559 -4.53203 3.38248
H -1.91484 -3.87918 4.03576
H -3.14058 -4.88045 4.91799
H -1.74489 -6.73135 4.15124
H -0.74142 -5.42128 3.50356
H -3.08222 -6.47278 2.21693
C 4.02587 1.90806 3.60447
C 4.28699 1.91303 5.08961
O 5.68111 1.60735 5.35806
H 4.91967 1.84306 2.98398
H 3.34411 2.74212 3.43817
H 3.44443 1.00054 3.44191
H 3.57664 1.22409 5.54665
H 4.12741 2.90949 5.50155
H 5.72852 0.68854 5.63216
C 1.89935 -1.20659 6.16686
C 2.73862 -2.03881 7.22865
O 3.46803 -1.12167 7.97814
H 0.96946 -1.65328 5.81491
H 2.54618 -0.84550 5.36729
H 1.52679 -0.29893 6.64168
H 3.34499 -2.88281 6.89991
H 2.14556 -2.38314 8.07589
H 4.27214 -1.00091 7.46782
C 5.34018 -1.37119 1.62047
C 5.56705 -1.77789 3.03504
O 4.38699 -1.67329 3.95124
H 4.46680 -1.86712 1.19694
H 6.12128 -1.81897 1.00609
H 5.13336 -0.31737 1.43395
H 6.48702 -1.54532 3.57139
H 5.61167 -2.86659 3.06393
H 4.67470 -1.43597 4.83583
C -4.00556 0.07103 3.61048
C -4.01781 1.63546 3.65437
C -3.40784 2.25531 2.41967
O -3.48598 3.71615 2.44227
C -2.49903 4.38460 1.64728
N -5.38057 2.10154 3.74415
H -4.36214 -0.32793 4.56010
H -3.02827 -0.31969 3.32706
H -4.68887 -0.32244 2.85790
H -3.48393 2.01902 4.52383
H -3.91047 1.85477 1.53931
H -2.36081 1.98068 2.29156
H -1.46504 4.19519 1.93554
H -2.55692 5.43981 1.91426
H -2.65225 4.33155 0.56940
H -5.35065 3.10300 3.61650
H -5.81804 1.79550 2.88679
C 3.06631 2.70503 -3.27528
C 3.85076 1.41708 -3.38146
C 3.20886 0.21135 -2.65039
O 4.19718 -0.75503 -2.43288
C 3.78311 -1.96743 -1.83494
N 4.15458 1.04511 -4.74486
H 3.17991 3.30005 -4.18145
H 3.48787 3.36821 -2.51992
H 1.98312 2.58337 -3.27493
H 4.76342 1.62540 -2.82312
H 2.49306 -0.20100 -3.36151
H 2.65156 0.56482 -1.78288
H 4.62396 -2.65708 -1.76100
H 2.93328 -2.40632 -2.35769
H 3.48668 -1.81250 -0.79752
H 4.69666 0.19350 -4.71322
H 4.67582 1.70847 -5.30015
C -1.82233 0.52747 -5.94155
C -2.31624 1.95869 -5.63853
C -1.62235 2.68719 -4.51797
O -2.09858 3.98092 -4.30447
C -3.44229 3.95993 -3.66789
N -2.23680 2.74598 -6.85711
H -2.11424 0.11859 -6.90887
H -2.21029 -0.12348 -5.15807
H -0.73263 0.54081 -5.96345
H -3.36340 1.87891 -5.34666
H -0.53755 2.58354 -4.54165
H -1.79481 2.14215 -3.58992
H -3.89429 4.94595 -3.56033
H -3.39231 3.44826 -2.70674
H -4.18868 3.36518 -4.19446
H -2.29192 3.72705 -6.62354
H -1.29272 2.66098 -7.20581
C 1.22700 -0.27537 2.35540
C -0.12096 -0.73030 1.69291
C 0.17895 -1.00476 0.18196
O 0.48971 0.19372 -0.62373
C -0.58051 1.08299 -0.65653
N -0.54101 -1.89216 2.46510
H 1.61254 0.55287 1.76085
H 2.04280 -0.98992 2.24595
H 1.17291 -0.11773 3.43258
H -0.84161 0.08682 1.72542
H -0.69822 -1.49631 -0.23882
H 0.92898 -1.79096 0.09570
H -0.70410 1.55193 0.31965
H -1.51519 0.57369 -0.89124
H -0.49286 1.97248 -1.28042
H -1.21298 -2.34439 1.86174
H 0.11291 -2.66167 2.44675
C -5.60287 0.05894 -0.40956
C -4.22824 -0.14686 -1.10553
C -4.04272 -1.45365 -1.93003
O -4.37880 -2.64189 -1.12265
C -3.40366 -3.10377 -0.18897
N -4.14828 1.08416 -1.91324
H -5.88170 -0.84257 0.13600
H -6.43753 0.15171 -1.10442
H -5.74615 0.83584 0.34145
H -3.37945 -0.17283 -0.42217
H -3.05820 -1.54949 -2.38789
H -4.73650 -1.32703 -2.76114
H -3.59721 -4.15311 0.03354
H -3.39813 -2.62987 0.79260
H -2.48199 -3.16158 -0.76802
H -4.34414 1.92530 -1.38956
H -4.66043 1.03271 -2.78223
C -0.29745 5.65398 -1.81535
C -0.36489 6.72572 -2.94287
C 0.67396 6.54178 -4.06854
O 0.52107 7.38903 -5.26151
C 1.04898 8.63488 -4.84696
N -1.68469 6.52667 -3.50512
H -0.29701 4.66797 -2.27998
H -1.21216 5.79816 -1.24035
H 0.46087 5.86627 -1.06170
H -0.44531 7.74330 -2.56057
H 0.67415 5.49825 -4.38339
H 1.69085 6.58140 -3.67807
H 1.12537 9.14907 -5.80502
H 2.03319 8.63082 -4.37854
H 0.27393 9.05197 -4.20397
H -1.91956 6.88973 -4.41787
H -1.72348 5.54823 -3.75261
*
```

---

No. 2
Formula: C40H60O30
Source: OMol25
Level of theory: wB97M-V/def2-TZVPD

Values from the calculation:
Frontier orbital gap ... 10.3 eV
E_LUMO ... -0.25 eV
ΔE to the lowest compared entry with this formula, charge and spin ... 140.1 kJ/mol

ORCA input file:
```
! RIJCOSX wB97M-V def2-TZVPD def2/J DEFGRID3
* xyz 0 1
C 5.07861 1.43187 -2.07987
C 6.52431 1.82278 -1.81736
C 7.11590 3.01219 -2.59741
O 7.19784 4.05861 -1.60571
C 6.92538 3.55931 -0.38583
O 6.89044 4.18792 0.62127
O 6.71046 2.22342 -0.45128
H 4.62179 1.33036 -1.09686
H 5.04472 0.51482 -2.66513
H 4.45538 2.17290 -2.58484
H 7.15509 0.95015 -1.98365
H 6.43536 3.36473 -3.36656
H 8.13518 2.80977 -2.91318
C 3.40508 -2.75288 4.01909
C 3.22193 -2.37541 5.48504
C 2.29924 -1.15534 5.64149
O 1.35363 -1.51161 6.62522
C 1.40110 -2.84986 6.80364
O 0.62941 -3.48057 7.44539
O 2.43356 -3.38669 6.12807
H 3.43434 -1.85662 3.38784
H 2.53212 -3.25000 3.59620
H 4.36166 -3.24771 3.86364
H 4.21557 -2.22984 5.90524
H 1.79283 -0.88726 4.71219
H 2.88988 -0.26767 5.88462
C 2.52487 0.63119 2.05452
C 1.17978 0.05908 1.70928
C 0.91728 -0.11915 0.19929
O 0.64055 -1.49959 0.03120
C 0.73591 -2.13931 1.21123
O 0.41248 -3.27648 1.36722
O 1.16449 -1.32850 2.18678
H 3.29503 0.21048 1.39295
H 2.92100 0.57133 3.06248
H 2.52895 1.66492 1.69687
H 0.36029 0.57974 2.20313
H 1.81828 0.19144 -0.33302
H 0.08685 0.50091 -0.12655
C -2.72960 -3.89116 2.33102
C -3.95319 -3.86610 3.21999
C -3.80474 -3.18511 4.58312
O -4.68915 -2.06510 4.51723
C -5.36401 -2.04887 3.35795
O -6.18583 -1.24966 3.05388
O -4.98872 -3.08133 2.56458
H -2.49269 -2.91298 1.91111
H -3.02013 -4.44038 1.43168
H -1.94293 -4.37976 2.89684
H -4.42003 -4.84955 3.28678
H -2.76666 -2.87868 4.73681
H -4.07427 -3.77924 5.45523
C 2.69749 3.24237 -5.52645
C 2.41296 1.77199 -5.41181
C 1.96144 1.24708 -4.02240
O 0.62073 0.81441 -4.24605
C 0.33585 0.80441 -5.56779
O -0.69909 0.46620 -6.03681
O 1.32931 1.40887 -6.27435
H 3.64311 3.45380 -5.02476
H 1.90559 3.91812 -5.19647
H 2.81695 3.50319 -6.58149
H 3.29899 1.20000 -5.70302
H 1.98324 2.15091 -3.40888
H 2.51169 0.43038 -3.56749
C -3.04752 5.66896 -4.23147
C -3.30908 4.21294 -3.87857
C -2.79931 3.18204 -4.88803
O -2.53151 2.05988 -4.05466
C -2.15061 2.52742 -2.85048
O -1.57019 1.92154 -2.00709
O -2.57081 3.80318 -2.71606
H -2.00012 5.94471 -4.11796
H -3.65614 6.30907 -3.59839
H -3.32570 5.75906 -5.28353
H -4.38100 4.09161 -3.70288
H -1.91524 3.54326 -5.41872
H -3.57431 2.91289 -5.60097
C 0.51001 -5.69827 4.22970
C 0.65556 -6.46412 2.92319
C 1.72309 -7.56064 2.95797
O 0.96964 -8.78395 2.90844
C -0.34015 -8.50898 2.74659
O -1.16896 -9.34556 2.64197
O -0.55583 -7.18899 2.63859
H 0.06369 -6.33439 4.99071
H -0.16666 -4.87432 3.98740
H 1.44331 -5.22113 4.52024
H 0.77341 -5.76908 2.09232
H 2.23001 -7.52035 3.92296
H 2.45264 -7.55074 2.15207
C -4.55223 2.44746 0.21803
C -3.98656 1.23178 0.93981
C -2.46112 1.19481 0.97374
O -2.18707 0.68255 2.27361
C -3.22139 0.99988 3.08687
O -3.21796 0.93147 4.26856
O -4.26610 1.44861 2.34631
H -4.30979 3.35048 0.77066
H -5.62996 2.31817 0.11741
H -4.17517 2.49261 -0.80810
H -4.51987 0.33700 0.61625
H -2.16141 2.23448 0.82697
H -2.03100 0.52394 0.23863
C -1.14213 5.68483 -0.21880
C -0.13290 5.05127 -1.11953
C 1.07427 5.92217 -1.47054
O 2.12569 4.96938 -1.65754
C 1.78876 3.85556 -0.94769
O 2.47299 2.88984 -0.84298
O 0.61347 4.04659 -0.33842
H -0.80650 5.96258 0.77527
H -2.09890 5.16893 -0.25032
H -1.35498 6.66872 -0.67142
H -0.53090 4.59923 -2.02132
H 1.32955 6.75037 -0.81081
H 0.90672 6.38519 -2.45096
C -4.33203 -3.14752 -2.46303
C -3.38554 -2.15054 -3.08043
C -2.69470 -1.24169 -2.04206
O -1.31095 -1.41806 -2.23811
C -1.08099 -2.31891 -3.21818
O -0.01846 -2.56180 -3.67841
O -2.24997 -2.87262 -3.61764
H -4.51887 -4.00971 -3.10286
H -5.29403 -2.68046 -2.24436
H -3.89726 -3.55103 -1.54781
H -3.79537 -1.54923 -3.89115
H -2.92879 -1.58147 -1.02433
H -3.00958 -0.19825 -2.06382
*
```

---

No. 3
Formula: C5H7N5O
Source: OMol25
Level of theory: wB97M-V/def2-TZVPD

Values from the calculation:
Frontier orbital gap (spin up / spin down) ... 8.3 / 8.3 eV
E_LUMO (spin up / spin down) ... -0.23 / -0.23 eV
ΔE to the lowest compared entry with this formula, charge and spin ... 520.3 kJ/mol

ORCA input file:
```
! RIJCOSX wB97M-V def2-TZVPD def2/J DEFGRID3
* xyz 0 1
C -2.76502 0.18493 -0.15420
C -2.05640 -0.45167 -2.11888
C -1.58343 -2.76341 1.84544
C 1.69707 -0.39135 0.29275
C 2.41991 0.49551 1.14455
N -3.17994 1.05859 -1.06721
N -2.73025 0.65422 -2.25106
N -1.50757 -2.01052 0.93718
N -2.08425 -0.76567 -0.76314
N -1.43115 -1.88024 -0.33080
O 0.78686 -0.07429 -0.43689
H -3.03594 0.14784 0.86154
H -1.63226 -1.12494 -2.87535
H -1.09588 -3.06409 2.74396
H 1.82431 -1.51828 0.50777
H 1.98552 1.52902 1.20396
H 3.48209 0.74461 0.80215
H 2.63956 0.05590 2.11048
*
```

---

No. 4
Formula: C27H59N3O4
Source: OMol25
Level of theory: wB97M-V/def2-TZVPD

Values from the calculation:
Frontier orbital gap ... 8.3 eV
E_LUMO ... 0.31 eV
ΔE to the lowest compared entry with this formula, charge and spin ... 390.4 kJ/mol

ORCA input file:
```
! RIJCOSX wB97M-V def2-TZVPD def2/J DEFGRID3
* xyz 0 1
O -0.80423 -0.74760 -0.45288
H -1.68782 -0.91591 -0.79831
H -0.29290 -0.47123 -1.22081
C 3.17561 3.41581 -4.05255
C 2.28693 2.92636 -5.25035
C 1.71820 1.59880 -4.81599
C 0.39663 1.70170 -3.99884
C -0.54197 2.31044 -5.00138
C -0.20577 3.82419 -5.25704
N 1.26958 3.93573 -5.50951
O 1.77615 5.24346 -5.66351
C -0.93605 4.25589 -6.51320
C -0.67748 4.65858 -4.09349
C 3.10235 2.74074 -6.54589
H 2.64773 3.87620 -3.21477
H 3.78620 4.22316 -4.46676
H 3.83580 2.68339 -3.58678
H 1.64803 0.91777 -5.66884
H 2.27122 1.03619 -4.05654
H 0.65067 2.46044 -3.25868
H 0.29698 0.67154 -3.66670
H -1.53599 2.33290 -4.53071
H -0.70253 1.79990 -5.95083
H -2.00269 4.18401 -6.30652
H -0.61996 5.25311 -6.83193
H -0.63654 3.66168 -7.38032
H -0.40491 4.22034 -3.13074
H -0.22935 5.64946 -4.20153
H -1.75085 4.82641 -3.98499
H 2.44996 2.53548 -7.39243
H 3.90209 2.00409 -6.46199
H 3.58922 3.70466 -6.71610
H 1.46689 5.45422 -6.55253
C -3.81142 -6.46718 1.46828
C -2.70555 -5.42685 1.75969
C -2.10627 -5.83811 3.11696
C -0.79736 -5.10192 3.45092
C 0.16836 -5.47730 2.34679
C -0.33617 -5.30038 0.93066
N -1.71873 -5.66574 0.71651
O -2.13436 -5.40919 -0.58739
C -0.02283 -3.77993 0.67213
C 0.57833 -6.18093 0.05125
C -3.45034 -4.08862 1.80710
H -4.33295 -6.44486 0.51506
H -4.47799 -6.64269 2.31861
H -3.32375 -7.45142 1.51301
H -2.78177 -5.53955 3.92483
H -2.01521 -6.92300 3.16374
H -0.50558 -5.37919 4.46480
H -0.90325 -4.01367 3.48633
H 0.48601 -6.51770 2.52224
H 1.13970 -5.03659 2.59856
H -0.61659 -3.29216 -0.10995
H -0.24014 -3.05196 1.45803
H 0.99731 -3.61370 0.32109
H 0.29332 -7.20370 0.30313
H 0.36645 -6.06372 -1.01338
H 1.62101 -5.91796 0.21148
H -4.20408 -4.12972 2.59412
H -3.91335 -3.91287 0.83572
H -2.87357 -3.19321 2.05960
H -2.19189 -6.27407 -1.00993
C 2.06347 3.06848 5.75380
C 1.20716 2.96142 4.47194
C 2.06970 3.11040 3.22269
C 1.28987 2.90976 1.93923
C 0.54903 1.57772 1.94063
C -0.10686 1.10236 3.22932
N 0.59441 1.64881 4.40920
O -0.08899 1.30495 5.59530
C -1.61132 1.46870 3.21821
C 0.11218 -0.47140 3.23560
C 0.14419 4.08513 4.52977
H 2.96494 2.45920 5.83760
H 1.47388 2.82718 6.63969
H 2.34329 4.10850 5.93899
H 2.53995 4.09331 3.15837
H 2.81888 2.32358 3.34854
H 1.99058 2.99690 1.10322
H 0.66053 3.77925 1.72331
H 1.23812 0.86214 1.48927
H -0.18296 1.72079 1.13956
H -1.98409 1.20629 4.20980
H -1.76000 2.49705 2.90522
H -2.18721 0.78353 2.59216
H -0.60349 -0.86263 2.51085
H 1.10578 -0.71447 2.85068
H 0.11849 -1.06901 4.14990
H -0.52081 3.96967 3.67256
H 0.57233 5.08433 4.61474
H -0.60345 4.02797 5.32717
H 0.36385 0.50607 5.88613
*
```